Record 1
66
Properties=species:S:1:pos:R:3:forces:R:3:nbo_charge:R:1 method="wB97M-V/def2-TZVPD" fmax_ha_per_bohr=0.0429 homo_lumo_gap_ev=7.30 de_lowest_ev=0.9631 lumo_energy_ev=-0.45
Pt -0.302 -0.155 -0.250 0.783 -0.477 1.798 0.666
C 6.361 -1.727 0.363 -0.031 -0.004 -0.039 -0.189
C 5.654 -1.173 1.422 -0.065 0.026 -0.012 -0.211
C 4.365 -0.698 1.215 0.141 -0.011 -0.033 -0.179
C 3.787 -0.767 -0.053 -0.184 -0.316 1.099 -0.364
C 4.495 -1.324 -1.110 0.301 0.099 -0.120 -0.131
C 5.783 -1.795 -0.900 0.034 0.020 0.043 -0.229
P 2.118 -0.098 -0.285 -1.123 0.251 -1.883 0.965
C 1.679 -0.988 -1.839 0.062 -0.047 -0.376 -0.241
C 1.750 -2.384 -1.860 -0.062 -0.057 0.024 -0.263
C 1.290 -3.099 -2.953 -0.034 -0.001 -0.029 -0.211
C 0.746 -2.430 -4.046 0.009 -0.059 0.030 -0.214
C 0.678 -1.046 -4.037 -0.031 0.070 -0.056 -0.188
C 1.138 -0.326 -2.939 0.201 -0.126 -0.202 -0.248
C 2.391 1.607 -0.781 0.135 0.067 0.154 -0.385
C 3.621 2.147 -1.050 0.207 0.165 -0.053 -0.183
C 3.739 3.517 -1.374 0.106 -0.156 0.019 -0.233
C 2.627 4.308 -1.392 -0.136 0.053 0.021 -0.148
C 1.341 3.776 -1.116 0.171 -0.082 -0.046 -0.087
C 0.186 4.591 -1.133 0.096 0.190 -0.043 -0.203
C -1.030 4.031 -0.907 -0.262 -0.165 0.076 -0.196
C -1.160 2.639 -0.657 0.101 0.525 -0.080 -0.252
C -0.077 1.810 -0.591 0.084 -0.169 -0.119 -0.210
C 1.212 2.393 -0.819 -0.088 0.228 -0.040 0.002
H 7.363 -2.109 0.521 -0.048 0.029 -0.012 0.219
H 6.101 -1.116 2.407 -0.028 -0.001 -0.051 0.221
H 3.809 -0.260 2.037 0.018 -0.052 -0.023 0.223
H 4.054 -1.372 -2.097 0.085 -0.028 0.070 0.225
H 6.338 -2.220 -1.729 -0.029 0.023 0.043 0.221
H 2.189 -2.913 -1.016 -0.065 0.048 -0.137 0.207
H 1.351 -4.183 -2.955 0.011 0.075 -0.002 0.215
H 0.380 -2.987 -4.900 0.018 0.026 0.057 0.218
H 0.258 -0.515 -4.887 0.060 -0.062 0.121 0.220
H 1.097 0.753 -2.949 -0.074 0.099 0.010 0.233
H 4.514 1.532 -1.013 -0.062 0.036 0.027 0.217
H 4.715 3.935 -1.593 -0.075 -0.045 0.021 0.216
H 2.711 5.368 -1.622 -0.018 -0.128 0.040 0.211
H 0.289 5.654 -1.337 -0.002 -0.135 0.002 0.207
H -1.923 4.646 -0.931 0.041 -0.070 -0.010 0.212
H -2.143 2.228 -0.566 -0.312 -0.076 0.055 0.244
N -5.412 1.587 5.341 0.238 -0.076 -0.235 -0.798
C -5.094 1.224 4.035 -0.063 0.123 0.159 0.188
C -4.461 2.133 3.178 0.002 0.049 0.101 -0.267
C -4.107 1.760 1.896 -0.015 -0.125 -0.028 -0.173
C -4.384 0.468 1.457 -0.143 0.163 0.242 -0.343
C -5.014 -0.445 2.296 -0.004 -0.030 -0.079 -0.160
C -5.368 -0.066 3.576 -0.037 -0.067 0.118 -0.282
S -3.936 -0.034 -0.155 0.183 0.153 0.135 2.350
O -4.819 -1.085 -0.542 -0.062 -0.334 -0.198 -0.931
O -3.843 1.134 -0.981 0.147 0.050 -0.010 -0.953
N -2.402 -0.601 0.049 0.164 -0.475 -0.253 -0.932
C -2.170 -1.887 0.455 -0.511 0.212 0.007 0.575
N -0.852 -2.157 0.325 0.086 -0.063 -0.285 -0.549
C -0.437 -3.401 0.527 0.348 0.339 0.098 0.115
C -1.303 -4.395 0.911 -0.268 -0.078 0.092 -0.365
C -2.618 -3.998 1.140 -0.084 0.261 -0.025 0.120
N -3.064 -2.762 0.940 0.228 -0.002 -0.152 -0.476
H -5.468 2.568 5.543 -0.040 0.058 -0.016 0.382
H -6.089 1.024 5.823 -0.083 -0.025 -0.016 0.382
H -4.248 3.138 3.530 -0.017 -0.071 -0.031 0.209
H -3.625 2.467 1.227 -0.073 -0.097 0.099 0.236
H -5.220 -1.445 1.929 0.018 0.150 0.048 0.252
H -5.865 -0.772 4.235 0.053 0.060 -0.073 0.208
H 0.621 -3.585 0.407 0.021 0.001 -0.054 0.202
H -0.967 -5.409 1.066 -0.041 0.019 0.013 0.230
H -3.350 -4.709 1.513 0.018 0.041 -0.002 0.198

***

Record 2
65
Properties=species:S:1:pos:R:3:forces:R:3:nbo_charge:R:1 method="wB97M-V/def2-TZVPD" fmax_ha_per_bohr=0.0154 homo_lumo_gap_ev="4.74 / 5.25" spin_multiplicity=3 lumo_energy_ev="-0.06 / -2.11" s_squared=2.036
Pt 0.325 -1.351 -0.432 0.347 -0.285 -0.592 0.630
Se -6.111 0.111 3.758 -0.215 0.046 0.049 0.859
N -5.726 -0.166 2.038 0.227 -0.065 -0.106 -0.625
C -4.435 -0.376 1.963 -0.487 0.084 0.168 0.116
C -3.743 -0.645 0.721 0.193 -0.131 -0.755 -0.048
C -4.417 -0.727 -0.478 -0.092 0.109 0.621 -0.148
C -3.719 -0.982 -1.660 0.422 -0.082 -0.288 -0.348
C -2.347 -1.129 -1.591 -0.564 0.079 -0.211 0.069
N -1.657 -1.053 -0.454 -0.375 0.055 0.126 -0.533
C -2.318 -0.832 0.751 -0.112 0.062 0.356 0.144
C -1.605 -0.786 1.976 -0.126 0.008 -0.008 0.077
N -0.248 -0.969 1.974 -0.210 0.217 0.180 -0.542
C 0.421 -0.924 3.106 -0.090 -0.015 0.021 0.076
C -0.168 -0.696 4.349 0.185 -0.028 0.096 -0.331
C -1.538 -0.498 4.389 -0.190 -0.010 -0.216 -0.124
C -2.280 -0.538 3.217 0.452 -0.065 0.056 -0.075
C -3.707 -0.327 3.209 -0.304 0.097 0.305 0.113
N -4.419 -0.080 4.282 0.277 -0.059 -0.067 -0.631
H -5.490 -0.588 -0.473 0.004 -0.009 -0.021 0.231
H -4.221 -1.060 -2.613 0.019 0.005 -0.005 0.223
H -1.769 -1.316 -2.486 0.072 -0.015 0.030 0.217
H 1.494 -1.082 3.025 -0.007 0.022 0.012 0.184
H 0.439 -0.671 5.243 -0.019 -0.006 -0.002 0.216
H -2.058 -0.310 5.319 0.018 0.005 0.016 0.229
C 4.586 -1.466 0.036 0.049 -0.107 0.004 -0.260
C 4.789 -2.787 0.416 -0.096 0.112 -0.059 -0.148
C 3.716 -3.654 0.395 0.075 -0.076 -0.004 -0.232
C 2.454 -3.202 0.019 0.128 0.090 -0.042 0.238
N 2.265 -1.900 -0.318 0.405 -0.357 0.152 -0.443
C 3.314 -1.074 -0.323 0.167 0.125 -0.030 0.065
C 1.251 -4.024 -0.035 -0.338 -0.188 -0.050 -0.194
C 1.235 -5.396 0.220 0.128 0.069 -0.017 -0.167
C 0.044 -6.094 0.171 -0.038 -0.121 0.020 -0.243
C -1.134 -5.426 -0.140 0.049 0.092 -0.030 -0.167
C -1.125 -4.063 -0.403 -0.116 -0.126 -0.055 -0.292
C 0.063 -3.343 -0.358 0.346 0.380 0.118 -0.054
H 5.396 -0.751 0.020 -0.028 0.020 -0.018 0.227
H 5.770 -3.125 0.720 -0.010 -0.041 -0.004 0.223
H 3.846 -4.688 0.680 -0.021 0.014 0.001 0.225
H 3.119 -0.060 -0.631 -0.113 0.000 0.065 0.215
H 2.149 -5.926 0.460 -0.018 0.007 0.013 0.202
H 0.027 -7.156 0.377 0.022 0.007 -0.004 0.213
H -2.070 -5.971 -0.170 0.002 -0.001 -0.022 0.212
H -2.062 -3.577 -0.647 0.028 0.047 0.053 0.217
C 1.697 6.992 -2.895 -0.027 -0.032 0.003 -0.629
C 1.367 5.613 -2.396 -0.028 -0.044 0.009 0.011
C 2.366 4.703 -2.075 -0.017 0.029 -0.017 -0.221
C 2.071 3.442 -1.574 0.054 -0.150 0.018 -0.035
C 3.193 2.487 -1.271 -0.082 0.064 0.003 -0.635
C 0.734 3.080 -1.375 0.104 -0.120 -0.026 -0.329
Te 0.216 1.365 -0.205 -0.019 0.352 0.158 0.431
C -0.290 3.960 -1.744 -0.173 -0.107 0.012 0.090
C -1.753 3.608 -1.633 0.106 0.045 0.064 -0.655
C 0.047 5.211 -2.245 0.095 0.025 -0.039 -0.246
H 2.774 7.136 -2.977 -0.003 0.007 -0.016 0.215
H 1.305 7.747 -2.213 0.009 0.021 -0.021 0.223
H 1.251 7.169 -3.875 0.015 0.020 0.002 0.222
H 3.406 4.981 -2.211 -0.007 0.005 0.001 0.205
H 4.162 2.928 -1.500 -0.008 0.017 0.014 0.223
H 3.077 1.586 -1.877 0.029 -0.025 0.023 0.222
H 3.190 2.200 -0.215 0.050 -0.034 -0.014 0.215
H -1.904 2.555 -1.398 -0.106 0.022 -0.032 0.217
H -2.264 3.817 -2.573 -0.003 0.000 -0.002 0.227
H -2.234 4.202 -0.852 -0.019 -0.040 0.010 0.229
H -0.749 5.896 -2.521 -0.013 -0.020 0.000 0.207